No. 1
The following is a DFT calculation (wB97M-V/def2-TZVPD) of a structure of composition C29H39AsBN10O3S5W.

XYZ file:
```
89
Properties=species:S:1:pos:R:3:forces:R:3:lowdin_spin:R:1
W 0.259 0.177 -0.638 0.3 0.5 -0.1 0.9353
C -1.387 -3.359 0.038 0.0 0.0 -0.1 0.0004
C -1.237 -2.280 1.059 0.0 0.1 0.0 0.0060
C -1.620 -2.474 2.383 0.0 0.1 0.0 0.0013
C -1.273 -1.332 3.053 0.1 0.0 -0.1 0.0080
N -0.670 -0.485 2.196 0.0 0.0 0.0 0.0006
N -0.695 -1.036 0.942 0.0 -0.1 0.0 0.0042
B -0.345 1.005 2.485 0.0 0.0 0.0 0.0004
N 1.058 1.490 2.043 0.0 0.1 -0.1 0.0000
C 2.005 2.072 2.799 0.0 0.0 -0.1 0.0013
C 3.033 2.482 1.989 -0.1 0.0 0.0 0.0006
C 2.651 2.143 0.694 -0.1 0.0 0.1 0.0049
C 3.503 2.431 -0.499 0.0 -0.1 -0.1 0.0007
N 1.425 1.569 0.732 0.0 -0.1 0.1 0.0028
N -1.347 1.799 1.643 0.0 0.0 0.0 0.0003
C -2.297 2.695 1.929 0.0 0.0 -0.1 0.0089
C -2.914 3.078 0.764 0.0 0.0 0.0 0.0024
C -2.276 2.369 -0.248 0.0 0.0 0.1 0.0043
C -2.620 2.520 -1.689 0.0 0.0 -0.1 0.0023
N -1.317 1.570 0.286 0.0 0.1 0.1 -0.0032
N -0.363 1.125 4.016 0.0 0.1 -0.1 0.0000
C -1.047 1.804 4.958 0.0 0.0 0.0 0.0001
C -0.587 1.455 6.209 0.0 0.0 0.0 0.0000
C 0.432 0.523 6.004 0.0 0.0 0.0 0.0001
C 1.288 -0.199 6.980 0.0 0.0 0.0 0.0000
N 0.543 0.352 4.681 0.1 -0.2 -0.1 0.0000
H -1.107 -4.301 0.508 0.0 0.0 0.0 0.0000
H -0.763 -3.224 -0.835 0.0 0.0 0.0 0.0000
H -2.435 -3.437 -0.254 0.0 0.0 0.0 0.0000
H -2.086 -3.355 2.788 0.0 0.0 0.0 0.0000
H -1.432 -1.080 4.085 0.0 0.0 0.1 0.0004
H 1.892 2.193 3.861 0.0 0.0 0.0 0.0000
H 3.932 2.995 2.281 0.0 0.0 0.0 0.0001
H 4.487 1.985 -0.350 0.0 0.0 0.0 0.0000
H 3.655 3.508 -0.584 0.0 0.0 0.0 -0.0001
H 3.105 2.072 -1.444 0.0 0.0 0.0 0.0005
H -2.496 3.014 2.935 0.0 0.0 0.0 0.0004
H -3.720 3.781 0.652 0.0 0.0 0.0 0.0000
H -3.694 2.374 -1.813 0.0 0.0 0.0 0.0003
H -2.104 1.815 -2.333 0.0 0.1 0.0 0.0006
H -2.402 3.540 -2.014 0.0 0.0 0.0 0.0008
H -1.824 2.501 4.705 0.0 0.0 0.0 0.0000
H -0.936 1.831 7.155 0.0 0.0 0.0 0.0000
H 1.090 0.166 7.985 0.0 0.0 0.0 0.0000
H 2.345 -0.048 6.763 0.0 0.0 0.0 0.0000
H 1.078 -1.269 6.960 0.0 0.0 0.0 0.0000
O 0.452 5.171 -6.156 0.0 0.0 0.0 0.0020
C 0.423 4.365 -5.314 0.0 0.0 0.1 0.0000
S 0.690 4.752 -3.544 0.0 0.0 0.0 0.0111
C 0.498 3.162 -2.983 0.0 0.0 0.0 0.0054
C 0.193 2.113 -3.990 0.0 0.0 0.0 0.0014
S -0.089 0.596 -3.440 0.1 0.0 0.1 -0.0350
S 0.119 2.590 -5.621 0.0 -0.1 0.0 0.0023
S 0.597 2.768 -1.387 0.0 0.0 -0.1 -0.0490
C -4.564 -2.087 -2.664 0.0 0.0 0.0 -0.0007
As -2.894 -1.466 -3.365 0.1 -0.2 -0.1 0.0068
C -3.296 -0.179 -4.733 0.0 0.1 0.1 -0.0003
C -1.969 -2.947 -4.161 0.0 0.0 -0.1 0.0034
S -1.947 -0.770 -1.497 -0.2 0.1 0.2 -0.0009
H -5.095 -2.581 -3.481 0.0 0.0 0.0 0.0000
H -5.145 -1.241 -2.301 0.0 0.0 0.0 0.0000
H -4.385 -2.794 -1.857 0.0 0.0 0.0 0.0000
H -3.977 -0.681 -5.424 0.0 0.0 0.0 0.0001
H -2.397 0.119 -5.266 0.0 0.0 0.0 -0.0003
H -3.800 0.681 -4.294 0.0 0.0 0.0 0.0000
H -2.627 -3.365 -4.925 0.0 0.0 0.0 0.0007
H -1.769 -3.700 -3.400 0.0 0.0 0.0 0.0000
H -1.045 -2.618 -4.633 0.0 0.0 0.0 0.0000
C 3.322 -2.460 -3.617 0.0 0.0 0.0 0.0041
C 1.978 -2.797 -3.529 0.0 0.0 0.0 0.0000
C 1.147 -2.038 -2.734 0.0 0.0 0.1 0.0050
N 1.581 -0.970 -2.034 0.0 -0.3 -0.1 0.0129
C 2.893 -0.674 -2.092 0.0 0.0 0.0 0.0101
C 3.782 -1.379 -2.879 -0.1 0.0 0.0 0.0000
H 3.998 -3.038 -4.232 0.0 0.0 0.0 0.0002
H 1.582 -3.655 -4.054 0.0 0.0 0.0 -0.0001
H 0.105 -2.293 -2.609 0.1 0.0 0.0 0.0005
H 3.238 0.133 -1.463 0.0 -0.1 -0.1 0.0018
H 4.824 -1.091 -2.893 0.0 0.0 0.0 -0.0001
N 2.618 -1.346 2.983 0.0 0.0 0.0 0.0000
C 2.463 -2.429 2.001 0.0 0.0 0.0 -0.0005
C 1.786 -2.048 0.698 0.2 -0.1 0.0 0.0065
O 1.379 -2.870 -0.080 0.1 0.0 0.2 0.0057
O 1.717 -0.722 0.456 -0.5 -0.1 -0.3 0.0218
H 1.180 -0.271 4.145 -0.1 0.1 0.1 0.0000
H 3.236 -0.637 2.597 0.0 0.0 0.0 0.0000
H 3.135 -1.741 3.767 0.0 0.0 0.0 0.0000
H 1.854 -3.228 2.427 0.0 0.0 0.0 -0.0002
H 3.418 -2.890 1.721 0.0 0.0 0.0 0.0004
```
Forces are in eV/Å.

As for the total energy: -169231.470 eV. For the energy above the lowest of the compared OMol25 structures with the same formula, charge and spin, the calculation gives 14.9 kcal/mol. The HOMO-LUMO gap (alpha / beta) is 0.22703 / 0.22335 Ha. As for the spin multiplicity: 2. The total charge is +4. The calculation puts the LUMO energy (alpha / beta) at -13.0 / -13.1 eV. As for the strongest force on any atom: 0.012 Eh/bohr. As for the expectation value of S²: 0.7723.

No. 2
The following is a DFT calculation (wB97M-V/def2-TZVPD) of a structure of composition C29H39BF4N5PPd.

XYZ file:
```
80
Properties=species:S:1:pos:R:3:forces:R:3:lowdin_charge:R:1
Pd 0.423 1.185 -0.398 0.6 -1.0 1.0 0.3176
C -3.292 -3.319 -5.407 0.0 0.1 0.0 -0.0867
C -2.967 -2.440 -4.224 0.0 -0.1 0.0 -0.3175
C -3.917 -2.131 -3.252 0.1 0.0 0.0 -0.0847
C -3.602 -1.339 -2.166 0.0 0.0 -0.1 -0.0423
C -2.305 -0.802 -1.945 0.0 -0.1 0.1 -0.2570
N -1.991 -0.051 -0.872 0.0 0.2 0.0 0.0658
C -2.459 -0.333 0.356 -0.1 -0.1 -0.1 -0.2689
C -2.779 -1.650 0.796 0.0 0.0 0.1 -0.0487
C -3.144 -1.947 2.093 0.0 0.1 0.0 -0.0816
C -3.234 -0.956 3.068 -0.1 -0.1 0.1 -0.3183
C -3.571 -1.270 4.505 0.1 0.0 -0.1 -0.0833
C -2.938 0.340 2.668 0.0 0.1 0.0 -0.0286
C -2.580 0.664 1.366 0.2 0.0 0.1 -0.1378
N -2.336 2.048 1.100 -0.2 0.0 -0.1 -0.0800
C -3.045 3.080 1.628 0.0 0.0 -0.1 -0.1031
C -2.434 4.241 1.226 0.1 0.0 0.0 -0.0798
C -1.341 3.817 0.442 -0.1 0.1 0.0 -0.1268
N -1.296 2.498 0.373 0.1 0.0 0.0 0.0227
C -1.371 -1.073 -2.986 0.0 0.1 -0.1 -0.1227
C -1.710 -1.867 -4.073 0.0 0.0 0.0 -0.0115
N -0.034 -0.570 -2.951 0.0 -0.2 0.0 -0.1009
C 1.079 -1.264 -3.302 0.0 0.0 0.1 -0.1133
C 2.124 -0.374 -3.321 0.0 0.0 0.0 -0.0922
C 1.545 0.865 -2.961 0.0 -0.1 -0.1 -0.1766
N 0.242 0.735 -2.746 -0.3 0.1 -0.4 0.0397
H -4.126 -3.985 -5.176 0.0 0.0 0.0 0.0606
H -2.435 -3.938 -5.685 0.0 0.0 0.0 0.0634
H -3.572 -2.734 -6.290 0.0 0.0 0.0 0.0661
H -4.928 -2.519 -3.355 0.0 0.0 0.0 0.0953
H -4.363 -1.109 -1.430 0.0 0.0 0.0 0.1053
H -2.690 -2.450 0.071 0.0 0.0 0.0 0.1044
H -3.351 -2.980 2.364 0.0 0.0 0.0 0.0960
H -4.017 -2.263 4.591 0.0 0.0 0.0 0.0602
H -4.278 -0.546 4.920 0.0 0.0 0.0 0.0631
H -2.679 -1.252 5.140 0.0 0.0 0.0 0.0660
H -2.960 1.136 3.407 0.0 0.0 0.0 0.1116
H -3.934 2.906 2.210 0.0 0.0 0.0 0.1053
H -2.729 5.250 1.463 0.0 0.0 0.0 0.0754
H -0.599 4.403 -0.077 0.0 -0.1 0.0 0.0982
H -0.955 -2.042 -4.834 0.0 0.0 0.0 0.1097
H 1.044 -2.328 -3.468 0.0 0.0 0.0 0.1114
H 3.158 -0.586 -3.536 0.0 0.0 0.0 0.0790
H 2.000 1.842 -2.898 0.0 0.0 0.1 0.0945
C 2.203 1.696 2.881 0.1 -0.1 0.0 -0.1392
C 2.056 0.204 2.562 -0.2 0.1 -0.1 -0.5575
C 0.721 -0.294 3.121 0.1 0.0 0.0 -0.1369
P 2.011 0.013 0.694 -0.3 0.6 -0.3 0.9446
C 2.052 -1.863 0.467 -0.2 0.0 0.1 -0.5232
C 2.731 -2.715 1.541 0.0 0.0 -0.1 -0.1306
C 0.627 -2.375 0.210 0.0 0.0 -0.1 -0.1448
C 3.780 0.454 0.201 0.0 0.2 0.1 -0.5269
C 4.925 0.108 1.156 0.0 -0.1 -0.1 -0.1324
C 3.863 1.942 -0.177 -0.1 -0.1 0.0 -0.1341
H 1.875 1.907 3.905 0.0 0.0 0.0 0.0632
H 1.580 2.276 2.192 0.0 0.0 0.0 0.0597
H 3.233 2.042 2.777 0.0 0.0 0.0 0.0489
H 2.887 -0.361 2.997 0.0 0.0 0.0 0.0860
H -0.097 0.183 2.573 0.0 0.0 0.0 0.0522
H 0.623 -0.041 4.184 0.0 0.0 0.0 0.0680
H 0.594 -1.374 3.019 0.0 0.0 0.0 0.0481
H 2.608 -1.975 -0.470 0.0 0.1 0.0 0.0855
H 2.209 -2.639 2.497 0.0 0.0 0.0 0.0561
H 3.769 -2.429 1.706 0.0 0.0 0.0 0.0399
H 2.721 -3.772 1.245 0.0 0.0 0.0 0.0670
H 0.092 -2.552 1.148 0.0 0.0 0.0 0.0585
H 0.638 -3.313 -0.359 0.0 0.0 0.1 0.0701
H 0.055 -1.630 -0.349 0.0 0.0 0.0 0.0258
H 3.910 -0.126 -0.719 0.0 0.0 0.0 0.0808
H 4.819 0.636 2.107 0.0 0.0 0.0 0.0567
H 5.878 0.422 0.712 0.0 0.0 0.0 0.0673
H 4.999 -0.958 1.368 0.0 0.0 0.0 0.0405
H 4.070 2.562 0.699 0.0 0.0 0.0 0.0674
H 2.922 2.291 -0.601 0.0 0.0 0.0 0.0242
H 4.657 2.122 -0.910 0.0 0.0 0.1 0.0755
F 2.425 5.579 -0.634 -0.1 -0.1 -0.1 0.0645
B 1.865 4.932 -1.763 0.1 0.0 0.0 -1.2496
F 0.942 5.804 -2.386 0.1 -0.1 0.1 0.0659
F 2.896 4.597 -2.675 -0.1 0.0 0.1 0.0626
F 1.205 3.752 -1.352 0.1 0.4 -0.2 0.0473
```
Forces are in eV/Å.

As for the total energy: -62479.218 eV. The HOMO-LUMO gap is 0.18746 Ha. The total charge is -2. The calculation puts the LUMO energy at 4.5 eV. As for the strongest force on any atom: 0.030 Eh/bohr.

strongest force on any atom of number 2 (C29H39BF4N5PPd)? 0.030 Eh/bohr